# 1
Molecular formula: C4H7NO2
Method: DFT, the ωB97M-V functional and the def2-TZVPD basis

Geometry as XYZ:
```
14
C4H7NO2 the ωB97M-V functional and the def2-TZVPD basis
C -2.24066 -0.22013 -0.19986
C -0.80112 0.18865 0.01755
N -0.15167 1.25263 0.14264
O -0.03950 -0.93803 0.11476
C 1.30484 -0.68463 0.51338
C 2.10944 0.19235 -0.43392
O 3.19213 0.62614 -0.11946
H -2.57034 -0.80753 0.66505
H -2.92310 0.61822 -0.34605
H -2.29501 -0.88910 -1.06592
H -0.38649 2.20174 0.09949
H 1.34791 -0.22196 1.50635
H 1.76650 -1.67210 0.55114
H 1.68708 0.35376 -1.44516
```

Results
Molecular weight ... 101.1 g/mol
Total charge ... 0
Energy relative to the best compared isomer or geometry (same formula, charge and spin) ... 40.7 kcal/mol
E ... -9845.5168 eV
Orbital gap ... 0.3800 Ha
Largest force on an atom ... 0.034 hartree/bohr
E_HOMO ... -0.3494 Ha
Structure (SMILES) ... [H]/N=C(\C)OCC=O


# 2
Molecular formula: C4H7NO2
Method: DFT, the ωB97M-V functional and the def2-TZVPD basis

Geometry as XYZ:
```
14
C4H7NO2 the ωB97M-V functional and the def2-TZVPD basis
C 1.53163 0.61004 -0.33500
C 0.11866 0.16247 -0.49176
N -0.28582 -1.00387 -0.83093
O 0.70471 -1.93408 -1.07188
C -1.13165 0.81451 0.03779
C -1.23169 0.19105 1.34773
O -1.34676 1.60061 1.20190
H 1.87082 1.03798 -1.28401
H 1.64955 1.37248 0.44254
H 2.16611 -0.25078 -0.10725
H 0.17310 -2.67214 -1.39454
H -1.99383 0.77524 -0.62786
H -1.94806 -0.63183 1.30855
H -0.27677 -0.07168 1.80474
```

Results
Molecular weight ... 101.1 g/mol
Total charge ... 0
Energy relative to the best compared isomer or geometry (same formula, charge and spin) ... 120.4 kcal/mol
E ... -9842.0580 eV
Orbital gap ... 0.3629 Ha
Largest force on an atom ... 0.033 hartree/bohr
E_HOMO ... -0.3296 Ha
Structure (SMILES) ... C/C(=N\O)[C@H]1CO1


- Number 2 is which compound?
  C4H7NO2


- Which value of orbital gap does entry 1 give?
  0.3800 Ha


- Which formula does entry 1 have?
  C4H7NO2


Copy entry 2 word for word.
Molecular formula: C4H7NO2
Method: DFT, the ωB97M-V functional and the def2-TZVPD basis

Geometry as XYZ:
```
14
C4H7NO2 the ωB97M-V functional and the def2-TZVPD basis
C 1.53163 0.61004 -0.33500
C 0.11866 0.16247 -0.49176
N -0.28582 -1.00387 -0.83093
O 0.70471 -1.93408 -1.07188
C -1.13165 0.81451 0.03779
C -1.23169 0.19105 1.34773
O -1.34676 1.60061 1.20190
H 1.87082 1.03798 -1.28401
H 1.64955 1.37248 0.44254
H 2.16611 -0.25078 -0.10725
H 0.17310 -2.67214 -1.39454
H -1.99383 0.77524 -0.62786
H -1.94806 -0.63183 1.30855
H -0.27677 -0.07168 1.80474
```

Results
Molecular weight ... 101.1 g/mol
Total charge ... 0
Energy relative to the best compared isomer or geometry (same formula, charge and spin) ... 120.4 kcal/mol
E ... -9842.0580 eV
Orbital gap ... 0.3629 Ha
Largest force on an atom ... 0.033 hartree/bohr
E_HOMO ... -0.3296 Ha
Structure (SMILES) ... C/C(=N\O)[C@H]1CO1